Entry P
{"formula": "C4H12", "method": "ωB97M-V with the def2-TZVPD basis set", "smiles": "CC.CC", "gap_ev": 12.8, "homo_energy_ev": -11.6469, "elements": ["C", "H", "H", "H", "H", "H", "C", "H", "H", "C", "H", "H", "H", "H", "H", "C"], "positions_angstrom": [[0.3479, -1.5858, 1.3073], [0.1080, -2.5774, 1.6894], [0.5967, -0.2637, 2.9772], [-1.0107, 1.1451, -0.5513], [0.1469, 2.4032, -1.0967], [1.4410, -1.6674, 1.2080], [-0.0725, 1.3338, -1.0633], [-1.1006, 0.8846, -2.9111], [-0.0175, -1.5276, 0.2868], [-0.1136, 0.7389, -2.4783], [0.1299, -0.3282, -2.4789], [-0.4002, 0.4595, 1.7851], [0.7396, 0.8853, -0.4939], [-0.9822, -0.9469, 2.8310], [0.5842, 1.2331, -3.1685], [-0.1775, -0.5011, 2.2516]], "mulliken_charge": [-0.8363, 0.3468, 0.2487, 0.2285, 0.3994, 0.2857, -0.7457, 0.2666, 0.1921, -0.8849, 0.2622, 0.2492, 0.1900, 0.2627, 0.2838, -0.7487]}

---

Entry Q
{"formula": "C4H12", "method": "ωB97M-V with the def2-TZVPD basis set", "smiles": "CC.CC", "gap_ev": 13.0, "homo_energy_ev": -11.7947, "elements": ["H", "H", "C", "H", "H", "H", "H", "C", "H", "H", "H", "C", "C", "H", "H", "H"], "positions_angstrom": [[-0.1460, 1.4231, -3.0845], [-1.5061, 0.3348, -2.9841], [-0.0541, 0.1271, 1.5640], [-0.5951, 1.0598, 1.6330], [0.8510, 0.1822, 0.9708], [-1.0427, 1.2362, -1.5662], [0.9237, 0.3713, 3.5103], [0.3455, -0.3700, 2.9582], [-0.6657, -0.6402, 1.0972], [0.9917, -1.2474, 2.9007], [-0.1759, -1.2472, -1.5863], [-0.6469, 0.7158, -2.4326], [0.3176, -0.4172, -2.0870], [0.7860, -0.7601, -3.0086], [1.1229, -0.0759, -1.4447], [-0.5060, -0.6922, 3.5597]], "mulliken_charge": [0.2762, 0.2658, -0.5992, 0.3050, 0.1808, 0.2563, 0.3051, -1.0567, 0.2447, 0.3107, 0.2592, -0.7960, -0.7908, 0.3338, 0.2040, 0.3011]}

---

Most stable: entry Q (next structure +14.7 kJ/mol)

---

Entry P
{"formula": "C4H12", "method": "ωB97M-V with the def2-TZVPD basis set", "smiles": "CC.CC", "gap_ev": 12.0, "homo_energy_ev": -10.8595, "elements": ["H", "H", "C", "H", "H", "H", "H", "H", "H", "C", "H", "C", "H", "H", "C", "H"], "positions_angstrom": [[-0.6154, -0.8150, 1.6025], [-2.1040, 1.3802, 1.6867], [0.4552, -0.1942, -1.1405], [0.4268, 0.5758, -1.9142], [-0.6033, -0.3521, -0.7341], [0.6553, -0.0022, 0.9352], [0.9631, -2.2453, -1.4239], [-0.3191, -1.6396, -2.5370], [-0.8416, 2.0960, 0.5863], [0.6746, -1.4612, -2.0431], [1.6803, -1.1301, -2.5897], [-1.0271, 1.3948, 1.4641], [0.2081, 0.1176, 2.6389], [-0.5118, 2.0131, 2.2671], [-0.1613, 0.1485, 1.5911], [1.1202, 0.1137, -0.3895]], "mulliken_charge": [0.4103, 0.2620, -0.9137, 0.3291, 0.2261, 0.3199, 0.2928, 0.2804, 0.2493, -0.9096, 0.2382, -0.7341, 0.3545, 0.2674, -1.1523, 0.4798]}

---

Entry Q
{"formula": "C4H12", "method": "ωB97M-V with the def2-TZVPD basis set", "smiles": "CC.CC", "gap_ev": 12.5, "homo_energy_ev": -11.3275, "elements": ["H", "H", "C", "H", "H", "C", "H", "C", "H", "H", "H", "H", "H", "H", "C", "H"], "positions_angstrom": [[0.4686, -2.4922, -0.6089], [1.3590, -0.4609, 1.6863], [0.8349, -1.5153, -0.2492], [-0.1338, -1.0520, -0.4032], [0.3539, 1.2835, 0.3499], [-0.7368, 1.3506, 0.2303], [-1.2456, 2.1007, 0.8198], [-1.1015, 1.5647, -1.2557], [-2.0947, 2.0318, -1.2570], [1.9270, -2.0744, 1.6267], [-1.0706, 0.3547, 0.5143], [-0.9873, 0.7119, -1.9161], [0.1240, -1.6520, 1.6793], [1.6354, -1.0720, -0.8230], [1.1202, -1.4501, 1.2624], [-0.4527, 2.3708, -1.6559]], "mulliken_charge": [0.3296, 0.2635, -0.5919, -0.0001, 0.1774, -0.7197, 0.3946, -0.8348, 0.2747, 0.3099, 0.2004, 0.3107, 0.2696, 0.2739, -0.8886, 0.2309]}

---

Most stable: entry Q (next structure +137.7 kJ/mol)

---

Entry P
{"formula": "C4H12", "method": "ωB97M-V with the def2-TZVPD basis set", "smiles": "CC.CC", "gap_ev": 13.0, "homo_energy_ev": -11.8549, "elements": ["H", "H", "H", "H", "H", "H", "C", "H", "C", "H", "H", "H", "C", "H", "H", "C"], "positions_angstrom": [[3.2410, 0.4040, 1.4386], [-3.3740, -0.5158, 0.8152], [1.1093, -0.6188, 0.7384], [1.4535, -0.3242, -0.9572], [-2.3658, -1.0356, -1.4277], [-3.5746, 0.8528, -0.3733], [-2.8911, 0.2692, 0.2355], [1.1661, 1.0406, 0.1061], [-1.8584, -0.4430, -0.6652], [-2.3631, 0.9284, 0.9232], [3.6207, -0.7934, 0.1839], [-1.2576, -1.1412, -0.0857], [3.1027, 0.1413, 0.3938], [-1.2029, 0.2834, -1.1436], [3.5695, 0.8998, -0.2334], [1.6247, 0.0524, 0.0513]], "mulliken_charge": [0.3021, 0.2639, 0.2629, 0.3109, 0.3475, 0.2812, -0.8331, 0.2849, -0.7436, 0.2585, 0.3062, 0.2086, -1.0362, 0.2178, 0.2973, -0.7289]}

---

Entry Q
{"formula": "C4H12", "method": "ωB97M-V with the def2-TZVPD basis set", "smiles": "CC.CC", "gap_ev": 12.8, "homo_energy_ev": -11.6337, "elements": ["H", "H", "H", "C", "H", "H", "H", "H", "H", "C", "H", "H", "C", "C", "H", "H"], "positions_angstrom": [[2.0453, -2.8715, -0.8877], [-2.2835, 2.5125, 0.8494], [1.9258, -1.1793, -1.1076], [-0.8554, 1.5439, -0.4933], [-0.9827, 1.8681, 1.6496], [1.1466, -0.9351, 0.9852], [-0.6840, 3.3416, 0.6906], [-1.6430, 1.0840, -1.1030], [-0.3191, -1.6676, 0.4265], [-1.2087, 2.3988, 0.7273], [0.8226, -2.7566, 1.1850], [0.5669, -2.1514, -1.5841], [1.3305, -2.0437, -0.8233], [0.7437, -1.8536, 0.5911], [-0.2961, 2.1461, -1.2053], [-0.1801, 0.7257, -0.2257]], "mulliken_charge": [0.3149, 0.2652, 0.2741, -0.4629, 0.3061, 0.2293, 0.2768, 0.3213, 0.2444, -0.8835, 0.3298, 0.2483, -0.8256, -0.8096, 0.3050, -0.1336]}

---

Entry R
{"formula": "C4H12", "method": "ωB97M-V with the def2-TZVPD basis set", "smiles": "CC.CC", "gap_ev": 12.5, "homo_energy_ev": -11.3638, "elements": ["H", "C", "H", "C", "H", "H", "H", "C", "H", "H", "H", "H", "H", "C", "H", "H"], "positions_angstrom": [[1.2847, 0.2905, -0.2169], [-1.2223, 1.0535, 1.6811], [-2.5791, -0.2291, 0.6054], [1.1456, -0.3465, -1.1010], [2.2609, -1.8643, -2.1372], [-0.5770, 1.9155, 1.5133], [-2.9422, 1.4798, 0.5919], [-2.1322, 0.7595, 0.4968], [0.1091, -0.6685, -1.0858], [1.8606, -2.3238, -0.5313], [3.1346, -1.1472, -0.8798], [-0.4743, 0.2558, 1.8267], [-1.6417, 0.8197, -0.4689], [2.1572, -1.4643, -1.1240], [-1.6771, 1.0232, 2.6702], [1.2933, 0.4464, -1.8404]], "mulliken_charge": [0.2176, -0.8879, 0.2430, -0.6658, 0.2761, 0.2905, 0.3005, -0.7426, 0.1994, 0.3022, 0.3196, 0.2493, 0.2214, -1.0031, 0.3340, 0.3457]}

---

Entry S
{"formula": "C4H12", "method": "ωB97M-V with the def2-TZVPD basis set", "smiles": "CC.CC", "gap_ev": 12.9, "homo_energy_ev": -11.7198, "elements": ["H", "C", "H", "H", "C", "H", "H", "C", "H", "H", "H", "H", "H", "H", "C", "H"], "positions_angstrom": [[0.7343, -0.9040, -2.8628], [0.6150, -2.0531, -1.0472], [-1.9979, 1.3958, 1.0500], [1.1609, -0.0172, -1.4207], [-1.0335, 0.9024, 1.1342], [-0.6342, 0.6154, 0.1714], [0.9140, 1.4403, 2.0586], [0.4510, -0.7386, -1.8244], [-0.5612, -0.3798, -1.6830], [1.6336, -2.4255, -1.1654], [0.2291, 2.7217, 1.1424], [-0.3999, 2.2805, 2.7223], [-0.0628, -2.8311, -1.3780], [0.6066, -1.8959, 0.0128], [-0.0536, 1.8760, 1.7726], [-1.2014, 0.0700, 1.7888]], "mulliken_charge": [0.3464, -0.8521, 0.3109, 0.2559, -0.2914, -0.2077, 0.2901, -0.8364, 0.2362, 0.3036, 0.2888, 0.3396, 0.2832, 0.2822, -1.0229, 0.2736]}

---

Most stable: entry P (next structure +14.4 kJ/mol)

---

Entry P
{"formula": "C4H12", "method": "ωB97M-V with the def2-TZVPD basis set", "smiles": "CC.CC", "gap_ev": 12.5, "homo_energy_ev": -11.3912, "elements": ["C", "H", "H", "H", "H", "H", "H", "H", "H", "H", "C", "H", "H", "C", "C", "H"], "positions_angstrom": [[1.2349, 1.5876, -2.0213], [-1.8495, -0.1299, 1.4659], [0.5340, 0.5195, -0.1606], [-0.4406, -2.7867, 0.6324], [-0.2080, -0.2275, 1.1173], [0.2912, 1.6426, -2.5733], [1.8096, 0.7966, -2.5095], [-1.8332, -2.7860, 1.7356], [0.5528, 2.2549, -0.0386], [-1.9131, -2.1651, 0.0494], [1.0363, 1.4020, -0.5308], [-0.7105, -0.9378, 2.5529], [1.8144, 2.4999, -2.1518], [-1.0178, -0.8386, 1.5024], [-1.3134, -2.2329, 0.9647], [2.0128, 1.4016, -0.0345]], "mulliken_charge": [-0.8839, 0.2664, -0.0180, 0.2975, 0.0902, 0.2899, 0.2798, 0.2945, 0.3202, 0.2607, -0.5375, 0.2814, 0.2605, -0.6669, -0.8298, 0.2949]}

---

Entry Q
{"formula": "C4H12", "method": "ωB97M-V with the def2-TZVPD basis set", "smiles": "CC.CC", "gap_ev": 12.8, "homo_energy_ev": -11.5983, "elements": ["H", "C", "C", "C", "H", "H", "C", "H", "H", "H", "H", "H", "H", "H", "H", "H"], "positions_angstrom": [[-0.6008, 1.1029, 3.1124], [-0.5955, -0.2412, -1.3598], [-0.4790, 0.3431, 2.3374], [0.1395, -0.6354, -2.6492], [-1.0919, -1.1030, -0.9147], [-1.2623, 0.3774, 1.5852], [0.8790, 0.5056, 1.6544], [0.9830, -0.2866, 0.9203], [0.9590, -1.3119, -2.4068], [-1.3234, 0.5512, -1.5509], [1.0369, 1.4866, 1.2014], [0.1463, 0.1754, -0.6858], [-0.5286, -0.5843, 2.9123], [1.7074, 0.4144, 2.3507], [-0.5660, -1.0272, -3.3823], [0.5964, 0.2331, -3.1245]], "mulliken_charge": [0.3008, -0.4423, -0.7683, -1.0288, 0.3319, 0.2527, -0.8932, 0.2643, 0.3030, 0.3200, 0.2850, -0.1298, 0.2535, 0.3538, 0.3072, 0.2902]}

---

Entry R
{"formula": "C4H12", "method": "ωB97M-V with the def2-TZVPD basis set", "smiles": "CC.CC", "gap_ev": 12.4, "homo_energy_ev": -11.2873, "elements": ["H", "C", "H", "H", "H", "C", "H", "H", "H", "H", "H", "H", "C", "H", "C", "H"], "positions_angstrom": [[0.7992, 1.2927, 0.2201], [-0.9589, 1.7028, 1.3298], [0.0350, -1.1635, -2.1305], [0.9185, 2.8201, 0.7935], [-0.2759, 2.6808, -0.4604], [1.0076, -1.9905, -0.3871], [1.7775, -1.2286, -0.4762], [-1.4500, 2.5370, 1.8362], [-1.7726, 1.1901, 0.8141], [0.6311, -1.6885, 0.5980], [-1.0658, -1.5158, -0.9247], [-0.6766, 1.0363, 2.1514], [-0.1735, -1.9471, -1.3832], [1.4267, -2.9878, -0.4854], [0.1462, 2.1453, 0.3808], [-0.3683, -2.8835, -1.8764]], "mulliken_charge": [0.0759, -0.9124, 0.2347, 0.2972, 0.2718, -0.7715, 0.2648, 0.3305, 0.2584, 0.2092, 0.2192, 0.2931, -0.7725, 0.2847, -0.6123, 0.3293]}

---

Entry S
{"formula": "C4H12", "method": "ωB97M-V with the def2-TZVPD basis set", "smiles": "CC.CC", "gap_ev": 12.2, "homo_energy_ev": -11.2101, "elements": ["H", "H", "H", "H", "C", "H", "H", "H", "C", "H", "H", "H", "H", "H", "C", "C"], "positions_angstrom": [[0.6713, 0.6095, -1.5446], [2.6036, 2.6067, -0.3374], [-0.8850, -2.9255, 1.6947], [2.3136, 0.7510, -1.7160], [-0.9383, -1.9117, 1.2932], [-3.0198, -1.1701, 1.4116], [1.3778, 1.9776, -2.5882], [-2.6375, -2.2298, -0.0437], [1.4108, 1.3992, -1.6788], [-0.3828, -1.2620, 1.9656], [0.8159, 2.6711, 0.0294], [-0.3750, -1.8587, 0.3395], [-2.1876, -0.5001, 0.2721], [1.8612, 1.3147, 0.4916], [1.6609, 2.0549, -0.2887], [-2.2890, -1.5267, 0.6997]], "mulliken_charge": [0.2008, 0.2937, 0.2774, 0.2297, -0.7275, 0.3255, 0.3108, 0.2774, -0.7387, 0.2913, 0.2648, 0.1767, 0.2300, 0.2578, -0.8184, -0.8512]}

---

Most stable: entry Q (next structure +22.4 kJ/mol)

---

Entry P
{"formula": "C4H12", "method": "ωB97M-V with the def2-TZVPD basis set", "smiles": "CC.CC", "gap_ev": 12.3, "homo_energy_ev": -11.1594, "elements": ["H", "H", "H", "H", "H", "C", "H", "C", "H", "H", "H", "C", "H", "C", "H", "H"], "positions_angstrom": [[0.3231, -1.3537, -1.6242], [0.8059, 2.9106, 2.2146], [1.3764, 1.4986, 1.5884], [-0.9626, -3.7370, -0.4847], [-1.1182, 2.3694, 0.7566], [-0.2363, -2.9130, -0.2641], [-0.1679, 3.1006, -0.4325], [1.0612, 2.5095, 1.2388], [-1.3269, -1.0826, -0.7228], [0.6400, -3.4213, -0.5811], [1.8542, 3.0965, 0.7746], [-0.5712, -1.7495, -1.1742], [-0.3771, -2.6552, 0.7776], [-0.1467, 2.2823, 0.2594], [-1.0942, -2.1504, -2.1119], [-0.0597, 1.2952, -0.2145]], "mulliken_charge": [0.2621, 0.2801, 0.2481, 0.2434, 0.2736, -0.8672, 0.2817, -0.8205, 0.2374, 0.3128, 0.2626, -0.7534, 0.2701, -0.5521, 0.2922, 0.0290]}

---

Entry Q
{"formula": "C4H12", "method": "ωB97M-V with the def2-TZVPD basis set", "smiles": "CC.CC", "gap_ev": 12.9, "homo_energy_ev": -11.8242, "elements": ["C", "H", "H", "H", "H", "H", "H", "H", "H", "C", "H", "C", "H", "H", "C", "H"], "positions_angstrom": [[2.4958, 0.6042, 1.0036], [1.7076, 0.6409, 1.7463], [-2.3116, -2.3025, 0.3751], [-3.5328, -1.0636, 0.5388], [-1.3623, 0.1277, 0.3499], [-0.9464, -0.8812, -1.1058], [2.7672, -0.4375, 0.8277], [2.3853, 2.3118, -0.3431], [2.4121, 0.7339, -1.1749], [2.0455, 1.2715, -0.3045], [0.9499, 1.2471, -0.3932], [-1.7379, -0.3930, -0.5286], [-2.2140, 0.3223, -1.1987], [3.3702, 1.1109, 1.3948], [-2.7788, -1.4570, -0.1435], [-3.2499, -1.8355, -1.0438]], "mulliken_charge": [-0.8161, 0.2579, 0.2955, 0.2896, 0.2434, 0.2680, 0.2558, 0.2851, 0.2480, -0.6151, 0.0956, -0.7107, 0.2753, 0.2912, -0.9534, 0.2897]}

---

Entry R
{"formula": "C4H12", "method": "ωB97M-V with the def2-TZVPD basis set", "smiles": "CC.CC", "gap_ev": 12.3, "homo_energy_ev": -11.1818, "elements": ["H", "H", "C", "H", "C", "H", "H", "C", "H", "H", "H", "H", "C", "H", "H", "H"], "positions_angstrom": [[0.6193, 0.8899, 1.9540], [0.3865, -1.6029, -0.9666], [-0.2427, 0.2867, 1.8651], [0.0840, -1.5693, -2.7840], [0.9979, 0.2003, -1.7409], [-2.3584, 0.1287, 1.6421], [-1.8016, 1.7004, 2.4222], [-1.6203, 0.8612, 1.6780], [1.7339, 0.1539, -0.8585], [-1.6134, 1.5516, 0.7889], [-0.1161, -0.1747, 2.9309], [0.1888, 0.5988, -1.3366], [0.7916, -1.3010, -2.0206], [1.4887, 0.7502, -2.5544], [-0.1594, -0.4650, 1.0486], [1.6213, -2.0087, -2.0680]], "mulliken_charge": [0.3450, 0.1156, -0.5905, 0.2851, -0.6656, 0.2992, 0.2865, -0.8616, 0.2027, 0.2492, 0.2781, 0.2219, -0.7302, 0.2862, -0.0276, 0.3059]}

---

Entry S
{"formula": "C4H12", "method": "ωB97M-V with the def2-TZVPD basis set", "smiles": "CC.CC", "gap_ev": 12.7, "homo_energy_ev": -11.6053, "elements": ["H", "H", "H", "C", "H", "H", "H", "C", "C", "C", "H", "H", "H", "H", "H", "H"], "positions_angstrom": [[0.3784, -3.2415, -1.0185], [-0.2322, -1.5847, -1.1863], [-0.6890, 1.6745, -0.9295], [0.4453, -2.2353, -0.6255], [-2.3088, 1.6925, -0.3345], [2.1448, -1.0972, 0.2512], [-0.0856, 2.3606, 1.6872], [-1.3138, 2.1116, -0.1522], [-0.9474, 1.8307, 1.2972], [1.8752, -1.7493, -0.5873], [-1.2811, 3.1842, -0.2835], [2.5926, -2.5633, -0.5309], [-1.7745, 2.2502, 1.8983], [-0.0823, -2.2113, 0.3215], [-0.8853, 0.8176, 1.6941], [2.1636, -1.2394, -1.5012]], "mulliken_charge": [0.2984, 0.2444, 0.2581, -0.7954, 0.2426, 0.2659, 0.3043, -0.7673, -0.8960, -0.8550, 0.2904, 0.3215, 0.2911, 0.2592, 0.2768, 0.2609]}

---

Most stable: entry Q (next structure +21.5 kJ/mol)